The following is a quantum chemistry calculation of a 4-piece molecular cluster, C25H52F2NO5P overall, from the Open Molecules 2025 dataset.

Geometry as XYZ:
```
86
Properties=species:S:1:pos:R:3
H 2.07 8.76 -6.13
H 1.45 -5.27 0.71
H 2.51 8.35 -4.47
H -3.96 -6.07 -2.59
H 2.05 -8.34 2.91
H -4.67 -4.91 -0.56
O -0.64 5.62 4.48
H -2.46 -1.90 0.01
H -0.33 5.77 -4.17
H -3.92 -2.30 -1.96
C 2.33 5.34 -3.19
N 3.15 2.29 3.18
H 3.01 5.26 -2.33
C 1.27 6.38 -2.85
H -2.67 -3.44 -3.46
C 0.84 3.18 2.50
H 0.10 7.26 -6.03
H 0.89 1.93 4.27
H 1.16 3.62 -2.62
H 2.23 -6.30 4.31
C 0.28 0.64 2.72
C 3.52 2.32 4.50
H 1.38 2.07 0.22
H 1.99 -2.86 0.32
C 0.71 -4.50 0.96
C 0.61 -5.20 3.44
C -4.04 -2.92 -1.07
H -4.07 -3.67 -5.51
H -0.46 -0.20 4.57
H 2.49 -5.90 2.62
C 1.67 8.45 -5.16
H 1.16 0.48 2.07
H 2.88 1.35 2.91
H -1.91 -3.33 -0.86
H -0.73 2.26 3.65
H -0.80 2.49 0.59
H -0.70 -5.84 1.86
C 1.23 -7.62 2.94
H -2.61 -5.30 -1.81
H 0.69 -2.39 1.41
H -4.87 -5.08 -4.83
H -0.17 -1.36 3.26
H 0.76 -7.62 1.96
C 1.42 -3.17 1.19
H 1.02 9.24 -4.79
C 0.89 7.14 -5.29
C -3.17 -4.39 -3.67
H 0.49 -7.99 3.66
H -0.43 7.43 -3.62
C 0.30 2.03 3.35
H -4.82 -2.46 -0.47
H 0.07 -4.40 0.08
H -2.43 -5.00 -4.20
C -2.73 -2.92 -0.28
H 1.76 7.31 -2.56
H 0.80 4.23 4.78
H 2.11 -3.23 2.04
H 1.08 3.98 -4.35
H 1.20 -0.68 4.16
O 0.62 4.34 -0.05
H -0.91 -4.17 2.32
C 0.14 4.80 4.11
C -0.15 -4.94 2.14
C 1.74 3.96 -3.48
F -0.84 0.55 1.90
C 2.38 3.36 2.58
H 1.55 6.36 -5.68
H -0.10 -5.51 4.20
C 0.27 6.67 -3.97
H 0.72 6.04 -1.97
C 1.73 -6.24 3.34
H 2.53 3.23 -3.68
C -4.50 -4.33 -1.46
C -4.37 -4.14 -4.58
H -5.47 -4.25 -1.96
H -2.83 -3.51 0.64
H -5.11 -3.49 -4.11
H 1.04 -4.26 3.81
O 2.93 4.32 2.15
C -3.53 -5.09 -2.36
H 2.94 5.67 -4.03
F 3.38 3.58 4.97
P 0.47 3.06 0.65
O 0.22 4.42 2.81
C 0.21 -0.47 3.75
O 3.93 1.44 5.17
```

Properties
HOMO level ... -10.52 eV
SMILES ... C[C@@H](F)C[C@](OC=O)([PH2]=O)C(=O)NC(=O)F.CCCCCC.CCCCCC.CCCCCC
Energy ... -53220.34801 eV
LUMO ... -0.27 eV
Gap between HOMO and LUMO ... 10.2 eV